{"formula": "C21H29F9N5O6Ru", "method": "ωB97M-V/def2-TZVPD", "e_lumo_ev": [-1.021, -0.418], "e_homo_ev": [-8.7, -9.1], "total_energy_ev": -69024.2916, "gap_ev": [7.649, 8.718], "spin_multiplicity": 2, "species": ["Ru", "N", "C", "O", "C", "C", "H", "H", "H", "H", "H", "H", "C", "C", "C", "C", "C", "C", "O", "N", "C", "O", "N", "C", "O", "H", "H", "H", "H", "H", "H", "H", "H", "H", "H", "H", "F", "C", "F", "F", "C", "O", "C", "F", "F", "F", "C", "F", "F", "F", "C", "N", "C", "C", "C", "N", "C", "C", "O", "H", "H", "H", "H", "H", "H", "H", "H", "H", "H", "H", "H"], "positions_angstrom": [[0.0132, -1.3805, 0.8617], [-4.0982, -0.4473, 2.3741], [-2.9173, -0.9674, 1.9926], [-2.4462, -0.6825, 0.8972], [-2.2321, -1.9005, 2.9659], [-1.2417, -2.7867, 2.2556], [-4.5511, 0.2149, 1.7663], [-4.5262, -0.6801, 3.2523], [-2.9951, -2.4739, 3.5124], [-1.7034, -1.2698, 3.6878], [-1.7065, -3.5345, 1.6188], [-0.4542, -3.1845, 2.8880], [-2.1767, 3.3137, 2.1900], [-1.2444, 4.1060, 1.2780], [0.1276, 3.4244, 1.0550], [0.9828, 4.3002, 0.1182], [2.3520, 3.6868, -0.1585], [0.8056, 3.3481, 2.4092], [1.2248, 4.3125, 3.0011], [0.8630, 2.0974, 2.9695], [0.4373, 0.9294, 2.3676], [0.4419, -0.1162, 3.0227], [0.0114, 0.9499, 1.1034], [-0.1297, 2.0677, 0.3583], [-0.4905, 2.0414, -0.7986], [-3.1384, 3.8190, 2.2570], [-1.7674, 3.2368, 3.1961], [-2.3345, 2.3094, 1.7987], [-1.0592, 5.0894, 1.7177], [-1.7152, 4.2425, 0.3027], [1.1087, 5.2770, 0.5914], [0.4400, 4.4263, -0.8203], [2.9335, 3.6106, 0.7592], [2.9024, 4.3116, -0.8585], [2.2456, 2.6946, -0.5934], [1.2769, 2.0047, 3.8906], [5.4009, -2.7825, 1.0436], [4.2603, -2.8572, 1.7442], [4.4741, -2.2274, 2.8956], [4.0620, -4.1411, 2.0292], [3.0361, -2.2602, 0.9775], [1.9339, -2.3936, 1.6908], [2.9217, -2.9998, -0.4131], [3.2415, -2.2329, -1.4622], [3.6792, -4.0943, -0.5074], [1.6560, -3.3994, -0.5974], [3.3238, -0.7467, 0.7128], [2.3698, -0.2198, -0.0806], [4.4946, -0.4792, 0.1300], [3.2860, -0.0512, 1.8467], [-2.2315, -2.7623, -1.4811], [-1.7081, -1.9810, -2.5782], [-2.6288, -1.7572, -3.6738], [-2.1932, -0.5749, -4.5253], [-0.7031, -0.7295, -4.8001], [-0.0149, -0.7104, -3.5321], [1.2229, 0.0200, -3.3957], [-0.5225, -1.3380, -2.4506], [0.1418, -1.3770, -1.3990], [-2.9392, -2.1803, -0.8840], [-1.4000, -3.0935, -0.8459], [-2.7433, -3.6353, -1.8897], [-3.6268, -1.5787, -3.2593], [-2.6717, -2.6659, -4.2892], [-2.3470, 0.3563, -3.9774], [-2.7675, -0.5435, -5.4505], [-0.3316, 0.0902, -5.4176], [-0.5065, -1.6718, -5.3295], [1.1789, 0.9273, -3.9992], [2.0709, -0.5924, -3.7125], [1.3428, 0.2926, -2.3491]], "atomic_forces_ev_per_a": [[-0.1, 0.1, 2.4], [-0.2, 0.1, 0.1], [-0.3, -0.2, 0.3], [0.9, -0.2, -0.4], [0.1, 0.3, -0.1], [1.2, 1.2, -1.4], [0.0, 0.0, 0.0], [0.1, 0.0, 0.0], [0.2, 0.0, 0.0], [-0.1, 0.0, 0.0], [0.1, 0.0, -0.1], [0.0, -0.1, 0.0], [0.1, 0.2, -0.1], [0.0, -0.1, 0.2], [-0.1, 0.4, -0.6], [0.1, -0.1, 0.1], [-0.2, 0.1, 0.0], [-0.1, -0.3, -0.2], [0.1, 0.2, 0.1], [0.3, -0.3, 0.5], [-0.2, 1.1, -0.2], [-0.2, -1.3, -0.6], [0.0, -1.7, -0.2], [0.2, 0.5, 0.6], [-0.1, 0.0, -0.4], [-0.1, 0.0, 0.1], [0.0, 0.0, 0.1], [-0.1, -0.1, 0.0], [0.0, 0.0, -0.1], [0.1, 0.0, 0.0], [-0.1, 0.0, 0.0], [-0.1, 0.0, 0.1], [0.1, 0.0, 0.0], [0.1, 0.0, 0.0], [0.1, -0.1, -0.1], [-0.1, 0.1, -0.1], [0.1, 0.1, -0.2], [0.1, -0.1, 0.0], [-0.1, 0.3, 0.3], [-0.3, -0.3, 0.2], [0.9, 0.3, -0.6], [-2.4, 0.6, -0.3], [-0.2, -0.2, -0.3], [0.1, 0.2, -0.2], [0.2, -0.2, 0.1], [0.1, -0.2, 0.0], [0.3, 0.2, -0.1], [-0.2, -0.1, -0.1], [0.2, -0.1, -0.1], [0.0, 0.0, 0.3], [0.2, -0.2, 0.2], [0.0, 0.2, 0.2], [-0.1, 0.1, -0.4], [0.1, -0.2, 0.0], [-0.4, -0.1, -0.1], [-0.1, 0.1, 0.3], [0.3, 0.1, 0.2], [-0.3, -0.2, -0.3], [0.2, -0.2, 1.6], [0.1, -0.1, 0.0], [-0.4, 0.0, -0.2], [0.0, 0.0, 0.0], [0.1, -0.1, 0.0], [-0.1, 0.1, 0.0], [0.0, 0.0, 0.0], [0.0, 0.0, 0.0], [0.0, -0.1, 0.1], [0.0, 0.1, -0.1], [0.0, 0.0, 0.0], [0.1, 0.1, 0.0], [0.1, 0.0, -0.1]], "mulliken_charge": [0.741, -0.410, 0.660, -0.563, -0.653, -1.076, 0.266, 0.184, 0.529, 0.269, 0.471, 0.377, -1.064, -1.416, 2.459, -1.444, -1.065, -0.130, -0.651, 0.102, -0.147, -0.696, 2.365, -1.795, -0.723, 0.551, 0.269, 0.063, 0.462, 0.467, 0.444, 0.455, 0.290, 0.518, 0.094, 0.320, -0.252, 0.494, -0.237, -0.254, 1.129, -1.221, 0.570, -0.277, -0.329, -0.310, 0.321, -0.089, -0.296, -0.287, -1.002, 0.233, -0.682, -0.670, -0.653, 0.194, -0.779, 0.149, 0.282, 0.295, 0.029, 0.436, 0.352, 0.328, 0.292, 0.382, 0.386, 0.266, 0.385, 0.305, -0.013]}

---

{"formula": "C21H29FN2O3", "method": "ωB97M-V/def2-TZVPD", "de_lowest_kj_mol": 12.49, "e_lumo_ev": 0.562, "e_homo_ev": -8.8, "smiles": "O=C(NCCOc1ccc(F)cc1)[C@H]1CCC(=O)N(CC2CCCCC2)C1", "total_energy_ev": -34089.3088, "gap_ev": 9.358, "species": ["O", "C", "N", "C", "C", "O", "C", "C", "C", "C", "F", "C", "C", "C", "C", "C", "C", "O", "N", "C", "C", "C", "C", "C", "C", "C", "C", "H", "H", "H", "H", "H", "H", "H", "H", "H", "H", "H", "H", "H", "H", "H", "H", "H", "H", "H", "H", "H", "H", "H", "H", "H", "H", "H", "H", "H"], "positions_angstrom": [[-0.5903, 2.0050, -0.6549], [-0.5021, 0.8004, -0.5585], [-0.9003, -0.0454, -1.5379], [-1.2725, 0.4261, -2.8507], [-0.1230, 0.2213, -3.8481], [0.2382, -1.1389, -3.9659], [-0.5187, -1.9845, -4.7227], [-0.1042, -3.3187, -4.7114], [-0.7762, -4.2730, -5.4446], [-1.8738, -3.8873, -6.1953], [-2.5411, -4.8155, -6.9139], [-2.3022, -2.5757, -6.2240], [-1.6245, -1.6207, -5.4841], [0.0619, 0.0824, 0.6669], [1.5151, -0.3491, 0.3759], [2.5039, 0.5802, 1.0789], [2.2582, 0.4925, 2.5726], [3.1212, 0.2326, 3.3879], [0.9578, 0.6689, 2.8981], [0.5519, 0.5338, 4.2807], [0.7979, 1.7980, 5.1164], [0.5289, 1.5014, 6.5925], [0.7894, 2.7345, 7.4520], [-0.0768, 3.9013, 6.9895], [0.1911, 4.2040, 5.5192], [-0.0699, 2.9702, 4.6591], [0.0114, 1.0339, 1.8751], [-0.6825, -1.0271, -1.4614], [-1.4921, 1.4916, -2.7603], [-2.1659, -0.1111, -3.1806], [-0.3727, 0.6567, -4.8213], [0.7747, 0.7148, -3.4658], [0.7581, -3.5819, -4.1201], [-0.4611, -5.3041, -5.4419], [-3.1595, -2.3037, -6.8191], [-1.9715, -0.6005, -5.5201], [-0.5498, -0.8026, 0.8626], [1.7066, -0.3480, -0.6997], [1.6781, -1.3656, 0.7401], [2.3647, 1.6072, 0.7362], [3.5317, 0.2798, 0.8761], [1.1445, -0.2804, 4.7098], [-0.5054, 0.2584, 4.3115], [1.8521, 2.0676, 4.9987], [-0.5119, 1.1886, 6.7134], [1.1671, 0.6798, 6.9233], [0.5806, 2.5059, 8.4993], [1.8427, 3.0119, 7.3731], [0.1316, 4.7848, 7.5963], [-1.1310, 3.6457, 7.1215], [-0.4439, 5.0274, 5.1851], [1.2317, 4.5131, 5.3982], [-1.1246, 2.6921, 4.7376], [0.1395, 3.2076, 3.6150], [-0.9912, 1.0328, 2.3048], [0.2088, 2.0467, 1.5000]], "atomic_forces_ev_per_a": [[0.1, 0.5, -0.1], [-0.1, -0.6, 0.4], [-0.1, -0.3, -0.3], [0.3, 0.0, -0.3], [-0.3, 0.4, 0.2], [0.1, -0.2, 0.1], [-0.1, -0.3, -0.1], [0.0, 0.3, 0.0], [-0.2, 0.0, -0.1], [0.0, 0.2, 0.0], [0.0, 0.0, 0.0], [0.0, -0.4, -0.1], [0.2, 0.2, 0.2], [0.0, 0.3, 0.0], [0.1, 0.0, 0.0], [0.1, -0.2, 0.1], [0.1, 0.1, -0.4], [0.3, -0.1, 0.3], [-0.2, -0.2, 0.2], [0.4, 0.1, 0.4], [-0.4, -0.3, 0.0], [0.4, 0.2, -0.1], [-0.3, -0.1, 0.1], [0.3, 0.1, 0.0], [-0.3, 0.0, 0.0], [0.4, 0.1, 0.0], [-0.2, 0.2, -0.5], [0.0, 0.1, 0.1], [-0.1, -0.1, -0.1], [0.0, 0.1, 0.0], [0.0, 0.0, 0.0], [-0.1, 0.0, -0.1], [0.1, 0.0, 0.1], [0.0, -0.1, 0.0], [-0.1, 0.0, -0.1], [0.0, 0.1, 0.0], [0.0, 0.1, 0.0], [0.0, -0.1, 0.0], [0.0, 0.0, -0.1], [0.0, 0.1, 0.0], [-0.1, 0.1, 0.1], [-0.1, 0.0, 0.0], [0.0, 0.0, 0.0], [0.0, 0.0, 0.0], [-0.1, -0.1, 0.0], [0.0, -0.1, 0.0], [0.1, 0.0, 0.0], [0.1, 0.0, 0.0], [-0.1, 0.0, 0.0], [-0.1, 0.0, 0.0], [0.1, 0.1, 0.0], [0.1, 0.1, 0.0], [-0.1, 0.0, 0.0], [-0.1, 0.0, -0.1], [0.1, 0.1, 0.0], [-0.2, -0.2, 0.1]], "mulliken_charge": [-0.682, 0.070, -0.171, -0.775, -0.627, -0.466, 0.494, -0.449, -0.481, 0.273, -0.326, -0.745, -0.112, 0.888, -0.611, -1.020, 0.717, -0.679, 0.596, -1.877, 1.178, -1.057, -0.674, -0.684, -0.855, -0.505, -1.591, 0.329, 0.421, 0.425, 0.375, 0.399, 0.404, 0.420, 0.417, 0.328, 0.393, 0.335, 0.422, 0.359, 0.333, 0.415, 0.435, 0.260, 0.329, 0.376, 0.365, 0.335, 0.346, 0.306, 0.370, 0.342, 0.271, 0.078, 0.358, 0.225]}

---

{"formula": "C21H29N3O2", "method": "ωB97M-V/def2-TZVPD", "de_lowest_kj_mol": 65.81, "e_lumo_ev": 0.680, "e_homo_ev": -8.2, "smiles": "Cc1ccc(NC(=O)N2CCC[C@@H]2C(=O)NCCC2=CCCCC2)cc1", "total_energy_ev": -30814.8100, "gap_ev": 8.875, "species": ["C", "C", "C", "C", "C", "N", "C", "O", "N", "C", "C", "C", "C", "C", "O", "N", "C", "C", "C", "C", "C", "C", "C", "C", "C", "C", "H", "H", "H", "H", "H", "H", "H", "H", "H", "H", "H", "H", "H", "H", "H", "H", "H", "H", "H", "H", "H", "H", "H", "H", "H", "H", "H", "H", "H"], "positions_angstrom": [[-0.7050, -5.2852, -2.4315], [-0.2149, -4.1708, -1.5574], [-0.5784, -4.0924, -0.2198], [-0.1168, -3.0671, 0.5822], [0.7253, -2.0854, 0.0634], [1.1420, -1.0660, 0.9242], [1.7373, 0.1265, 0.5939], [2.0861, 0.4241, -0.5402], [1.9144, 0.9764, 1.6373], [1.8053, 0.6932, 3.0534], [2.8738, 1.5948, 3.6697], [2.8052, 2.8456, 2.7983], [2.4083, 2.3348, 1.4125], [1.2640, 3.1816, 0.8084], [0.5813, 3.9270, 1.4850], [1.1140, 2.9953, -0.5082], [-0.0136, 3.5118, -1.2519], [-0.7095, 2.3988, -2.0310], [-1.3362, 1.3147, -1.2006], [-1.5215, 1.3253, 0.1131], [-2.2258, 0.1581, 0.7332], [-3.5160, -0.1162, -0.0497], [-3.2404, -0.2918, -1.5509], [-1.8030, 0.0922, -1.9405], [1.1059, -2.1638, -1.2727], [0.6344, -3.1943, -2.0633], [-1.5528, -5.7922, -1.9773], [0.0879, -6.0177, -2.5860], [-1.0026, -4.9063, -3.4074], [-1.2349, -4.8397, 0.2026], [-0.4148, -3.0229, 1.6216], [0.7671, -1.1411, 1.8577], [0.8089, 0.9666, 3.4243], [1.9995, -0.3597, 3.2683], [3.8516, 1.1197, 3.5759], [2.6836, 1.8031, 4.7201], [2.0153, 3.5138, 3.1484], [3.7439, 3.3942, 2.7768], [3.2451, 2.3009, 0.7064], [1.6247, 2.2252, -0.9317], [0.3419, 4.2739, -1.9562], [-0.6919, 3.9903, -0.5420], [-1.4852, 2.8468, -2.6606], [0.0219, 1.9343, -2.7005], [-1.2335, 2.1462, 0.7484], [-1.5957, -0.7345, 0.6784], [-2.4596, 0.3508, 1.7813], [-4.0052, -1.0049, 0.3526], [-4.1895, 0.7289, 0.1041], [-3.4109, -1.3281, -1.8480], [-3.9350, 0.3288, -2.1194], [-1.1374, -0.7393, -1.6899], [-1.7468, 0.2440, -3.0194], [1.7554, -1.4105, -1.6843], [0.9329, -3.2380, -3.1009]], "atomic_forces_ev_per_a": [[0.1, 0.0, 0.0], [0.0, 0.0, 0.0], [0.0, 0.0, -0.1], [0.1, 0.1, 0.0], [0.0, -0.2, -0.3], [0.0, 0.0, 0.5], [-0.1, -0.1, 0.2], [0.1, -0.2, -0.4], [0.1, 0.1, 0.1], [-0.1, -0.1, 0.4], [0.0, 0.0, -0.1], [-0.1, 0.0, 0.0], [0.0, 0.3, -0.3], [0.6, -0.1, -0.1], [-0.3, 0.2, 0.2], [0.0, 0.0, -0.4], [-0.2, 0.1, -0.1], [0.1, 0.2, 0.4], [0.1, 0.0, -0.3], [0.0, 0.0, 0.1], [-0.2, 0.1, 0.0], [0.0, -0.1, 0.1], [0.0, 0.0, 0.0], [-0.1, 0.0, 0.0], [0.2, 0.1, 0.0], [-0.1, -0.1, 0.2], [-0.1, -0.1, 0.0], [0.0, -0.1, -0.1], [-0.1, 0.0, -0.1], [-0.1, -0.1, 0.0], [0.0, 0.0, 0.1], [0.1, 0.1, -0.1], [0.0, -0.1, 0.0], [-0.1, 0.0, 0.0], [0.0, -0.1, 0.0], [0.0, 0.0, 0.0], [0.1, 0.0, 0.0], [0.0, 0.0, 0.0], [-0.1, 0.0, 0.1], [0.0, 0.1, 0.2], [-0.1, 0.0, 0.1], [0.1, 0.0, -0.1], [0.1, 0.0, -0.1], [0.0, 0.0, -0.1], [0.1, 0.3, 0.1], [0.0, -0.1, 0.1], [0.1, -0.1, 0.0], [-0.1, 0.0, 0.0], [0.0, 0.0, 0.0], [-0.1, 0.0, 0.0], [0.0, -0.1, 0.0], [0.0, 0.0, -0.1], [0.1, 0.0, 0.0], [0.0, 0.0, 0.0], [0.0, 0.0, -0.1]], "mulliken_charge": [-1.506, 0.856, -0.967, -0.396, 0.540, 0.097, 0.476, -0.857, 0.289, -0.712, -0.802, -0.822, -0.226, 0.194, -0.692, -0.011, -1.059, -1.057, 1.079, -0.149, -0.644, -0.780, -0.802, -0.467, -0.709, -0.704, 0.354, 0.313, 0.359, 0.332, 0.412, 0.269, 0.244, 0.558, 0.335, 0.390, 0.323, 0.385, 0.433, 0.282, 0.406, 0.440, 0.370, 0.444, 0.586, -0.267, 0.529, 0.377, 0.345, 0.374, 0.314, -0.426, 0.524, 0.459, 0.370]}